# 1
Here is a molecular structure, C33H24N2O5P2PtS2 at a distorted geometry from OMol25. Energies are from wB97M-V/def2-TZVPD.

Charge: -2
Strongest force on any atom in eV/Å: 2.6
Gap between HOMO and LUMO in eV: 5.32

Positions of all 69 atoms, in Å:
Pt 3.20 0.77 0.22
S 1.20 3.26 1.52
P 0.22 1.91 0.45
C 1.24 0.72 -0.28
P 0.95 -0.57 -1.44
S 2.54 -1.30 -2.44
C -0.43 -1.78 -1.23
C -0.27 -3.07 -1.71
C -1.27 -4.02 -1.54
C -2.45 -3.68 -0.88
C -2.61 -2.40 -0.38
C -1.60 -1.45 -0.56
C 0.18 0.38 -2.87
C 0.76 1.59 -3.23
C 0.31 2.31 -4.33
C -0.74 1.83 -5.10
C -1.32 0.62 -4.77
C -0.86 -0.10 -3.67
C -1.00 1.09 1.58
C -2.38 1.32 1.58
C -3.21 0.59 2.43
C -2.68 -0.35 3.30
C -1.30 -0.55 3.33
C -0.48 0.18 2.48
C -0.90 2.75 -0.76
C -0.79 4.13 -0.91
C -1.63 4.82 -1.78
C -2.59 4.14 -2.50
C -2.72 2.77 -2.36
C -1.88 2.08 -1.50
H 0.66 -3.32 -2.21
H -1.13 -5.02 -1.93
H -3.22 -4.43 -0.73
H -3.51 -2.13 0.16
H -1.74 -0.46 -0.15
H 1.59 1.96 -2.64
H 0.78 3.26 -4.57
H -1.11 2.41 -5.94
H -2.13 0.22 -5.37
H -1.31 -1.06 -3.45
H -2.81 2.05 0.92
H -4.28 0.76 2.41
H -3.33 -0.93 3.95
H -0.86 -1.27 4.01
H 0.59 0.03 2.51
H -0.04 4.65 -0.33
H -1.52 5.89 -1.89
H -3.26 4.68 -3.17
H -3.46 2.22 -2.93
H -1.99 1.01 -1.41
O 1.51 -1.98 0.47
C 2.09 -1.69 1.48
N 2.89 -0.59 1.66
C 3.36 -0.55 2.97
O 4.09 0.27 3.45
C 2.77 -1.75 3.69
C 2.90 -2.17 4.99
C 2.21 -3.32 5.37
C 1.41 -4.00 4.46
C 1.30 -3.56 3.15
C 2.00 -2.43 2.78
H 3.52 -1.62 5.69
H 2.29 -3.68 6.39
H 0.86 -4.88 4.78
H 0.67 -4.07 2.42
O 6.12 2.39 -1.53
N 5.21 1.89 -0.92
O 5.39 1.13 0.07
O 3.99 2.11 -1.22

---

# 2
Here is a molecular structure, C33H25AsF8N2O3STi at a distorted geometry from OMol25. Energies are from wB97M-V/def2-TZVPD.

2S+1: 2
<S²>: 0.76
Charge: -1
Strongest force on any atom in eV/Å: 4.2
Gap between HOMO and LUMO (spin up / spin down) in eV: 6.91 / 7.57

Positions of all 74 atoms, in Å:
Ti -0.27 -0.77 -1.15
C -0.83 -5.12 -2.21
O -1.49 -5.34 -0.96
C -2.37 -4.38 -0.52
C -3.60 -4.83 -0.09
C -4.56 -4.05 0.51
C -4.15 -2.74 0.84
C -2.99 -2.19 0.35
C -2.71 -0.83 0.73
N -1.94 -0.04 0.11
N -1.79 1.26 0.54
C -0.81 1.78 -0.11
O -0.04 1.16 -0.96
C -0.61 3.24 -0.07
C 0.26 3.77 -0.97
C 0.48 5.13 -1.08
C -0.29 6.00 -0.26
C -1.22 5.43 0.63
C -1.31 4.06 0.81
C -2.08 -2.94 -0.35
O -0.86 -2.51 -0.77
H -0.23 -4.20 -2.16
H -1.56 -5.01 -2.99
H -0.11 -5.96 -2.30
H -3.75 -5.86 -0.19
H -5.51 -4.47 0.92
H -4.89 -2.09 1.32
H -3.31 -0.53 1.64
H 0.75 3.11 -1.70
H 0.99 5.56 -1.94
H -0.28 7.07 -0.34
H -1.98 6.06 1.10
H -2.02 3.67 1.54
C 3.85 -2.04 -0.27
As 3.58 -0.59 -1.48
C 3.32 0.96 -0.38
C 5.12 -0.29 -2.58
S 1.96 -0.84 -2.83
H 2.83 -2.28 0.16
H 4.52 -1.73 0.58
H 4.19 -2.94 -0.76
H 3.91 0.74 0.52
H 2.25 0.97 -0.11
H 3.55 1.84 -0.96
H 5.95 0.29 -2.17
H 4.79 0.38 -3.42
H 5.44 -1.24 -2.92
F 1.50 1.80 7.97
C 2.49 1.85 7.02
F 3.50 1.12 7.53
F 2.93 3.13 7.06
C 1.91 1.37 5.74
C 1.22 2.21 4.80
C 0.79 1.68 3.57
C 1.20 0.36 3.17
C 1.74 -0.46 4.17
C 2.11 0.06 5.42
C 1.04 -0.11 1.83
C 0.88 -0.75 0.78
H 1.06 3.23 5.08
H 0.31 2.37 2.86
H 1.91 -1.47 3.93
H 2.62 -0.61 6.05
F -1.11 -2.61 -3.93
C -1.70 -1.37 -4.08
C -1.40 -0.32 -3.24
C -2.09 0.82 -3.63
F -1.93 1.91 -2.75
C -2.99 0.97 -4.66
F -3.48 2.15 -5.04
C -3.24 -0.14 -5.46
F -4.11 -0.07 -6.43
C -2.56 -1.35 -5.18
F -2.78 -2.42 -5.89